Record 1
Here is a 8-piece molecular cluster, C18H32N8O2 overall from the Open Molecules 2025 dataset. Energies are from the ωB97M-V functional and the def2-TZVPD basis.

Values from the calculation:
Energy relative to the best compared isomer or geometry (same formula, charge and spin) ... 0.018 eV
Charge ... 0
Gap between HOMO and LUMO ... 9.72 eV
Electronic energy ... -1293.51587 Eh

Structure (XYZ):
```
60
Properties=species:S:1:pos:R:3:forces:R:3:lowdin_charge:R:1
C -1.036568 -3.829505 1.261471 0.47 1.26 0.99 -0.081
N -2.360789 -3.612276 1.774185 0.17 0.95 0.82 -0.200
C -3.380880 -4.542398 1.525830 -0.93 -2.58 -0.67 -0.081
C -2.667086 -2.574480 2.616462 1.81 0.04 -1.07 -0.342
O -3.726097 -2.371555 3.151590 -0.57 -0.07 0.14 0.025
H -0.345433 -3.208856 1.825021 0.12 0.12 0.25 0.082
H -0.869057 -3.519713 0.262031 -0.36 0.08 -1.21 0.027
H -0.679459 -4.820516 1.375910 0.00 -1.17 0.17 0.083
H -3.189209 -5.150247 0.586791 -0.09 0.79 1.12 0.115
H -3.564469 -5.260015 2.374946 0.37 0.53 -0.68 0.110
H -4.300236 -4.009262 1.403611 -0.71 0.23 -0.19 0.071
H -1.784378 -1.886734 2.678837 -0.45 -0.16 0.36 0.133
C 3.169494 3.415215 0.857001 0.96 -0.60 0.09 -0.052
N 4.103922 4.205226 0.100598 -0.45 0.15 -0.99 -0.207
C 5.497967 3.936639 0.291216 0.19 1.03 1.92 -0.075
C 3.662999 4.988268 -0.910628 -0.61 -0.10 -0.80 -0.328
O 2.480932 5.251292 -1.165846 1.48 -0.38 0.54 -0.019
H 2.319719 3.158335 0.265228 -0.70 0.08 -0.34 0.055
H 2.885345 3.965426 1.726995 -0.43 0.05 0.84 0.086
H 3.681077 2.468005 1.104084 -0.32 0.44 0.20 0.093
H 5.733722 2.886408 0.240577 0.00 -0.40 -0.19 0.073
H 6.055604 4.500108 -0.420764 0.55 0.24 -0.64 0.069
H 5.805466 4.333824 1.310716 -0.19 -0.59 -1.00 0.111
H 4.501536 5.305893 -1.588086 -0.49 0.15 0.52 0.143
C 1.694035 2.624196 -2.677198 2.13 0.06 -0.17 -0.084
C 2.870324 1.920804 -2.090264 1.87 -0.22 0.03 -0.250
N 3.908172 1.554358 -1.693470 -2.26 0.37 -0.59 0.135
H 0.972184 1.919961 -3.060071 -0.13 0.05 -0.19 0.058
H 2.153324 3.315500 -3.443060 -0.86 -0.72 0.68 0.112
H 1.311385 3.185767 -1.846125 -0.56 0.46 -0.06 0.017
C 3.452700 -1.749052 -0.144861 0.53 0.35 -1.27 -0.060
C 2.241257 -2.500238 -0.505711 0.35 0.20 0.06 -0.236
N 1.270688 -3.056719 -0.768653 0.22 0.10 -0.08 0.146
H 4.386326 -2.180815 -0.597524 -1.02 0.10 0.60 0.104
H 3.526473 -1.659277 0.923769 0.16 -0.18 0.44 0.072
H 3.394677 -0.722160 -0.555122 -0.15 -0.46 0.14 0.049
C 0.601385 -4.406152 -4.077302 0.35 -0.09 1.15 -0.087
C 0.257223 -5.835477 -4.102480 -0.48 0.50 -0.51 -0.290
N -0.109582 -6.907491 -4.286272 0.19 -0.11 0.29 0.118
H 0.009013 -3.861980 -3.303472 0.35 -0.48 -0.69 0.073
H 0.447453 -3.981813 -5.068661 0.04 0.01 0.12 0.077
H 1.658484 -4.327266 -3.765241 -0.44 0.17 -0.32 0.076
C -1.639365 4.126733 1.455308 1.04 2.55 -1.64 -0.092
C -2.065320 2.960969 2.105793 -0.90 -2.85 0.59 -0.312
N -2.345201 1.945812 2.584971 0.19 0.91 -0.31 0.142
H -2.423759 4.919565 1.381360 0.42 -0.88 -0.15 0.102
H -1.127187 3.957283 0.444381 -1.02 -0.03 1.39 0.091
H -0.883830 4.560848 2.103376 0.30 0.24 0.02 0.079
C -6.225159 -0.217255 2.075700 -0.39 -1.59 0.51 -0.080
C -5.855262 0.404541 0.824371 -0.26 -0.53 0.25 -0.310
N -5.675697 0.882708 -0.196892 0.39 0.39 -0.69 0.121
H -5.345752 -0.498033 2.691348 -0.50 0.64 -0.19 0.068
H -6.739583 -1.214309 1.908789 0.48 1.21 -0.15 0.105
H -6.956589 0.441866 2.554952 0.41 -0.18 0.32 0.082
C -1.645111 -0.334733 -0.063143 -0.02 1.74 -1.65 -0.034
C -1.130986 0.988628 -0.634816 0.19 -1.01 -0.23 -0.184
N -0.626432 1.939711 -1.060951 -0.88 -0.94 0.70 0.141
H -1.090028 -1.191768 -0.446613 0.18 0.28 0.12 0.060
H -2.705543 -0.458473 -0.287913 0.07 0.16 -0.12 0.077
H -1.558839 -0.175295 0.973896 0.17 -0.31 1.44 0.022
```
Positions in Å, forces in eV/Å.

Record 2
Here is a 6-piece molecular cluster, C18H32O18 overall from the Open Molecules 2025 dataset. Energies are from the ωB97M-V functional and the def2-TZVPD basis.

Values from the calculation:
Energy relative to the best compared isomer or geometry (same formula, charge and spin) ... 3.343 eV
Charge ... 0
Gap between HOMO and LUMO ... 10.27 eV
Electronic energy ... -2059.29271 Eh

Structure (XYZ):
```
68
Properties=species:S:1:pos:R:3:forces:R:3:lowdin_charge:R:1
C 25.327352 -6.722850 -13.194844 -0.41 1.55 -0.45 0.027
O 23.872865 -6.849856 -13.209646 4.23 -5.80 2.54 0.040
C 23.096051 -5.976219 -13.584753 -2.81 4.95 -1.43 -0.677
O 23.438958 -4.967090 -14.185166 -1.05 -0.40 0.21 0.100
O 21.852248 -6.305925 -13.133811 -0.03 -0.29 -0.09 -0.011
C 20.713279 -5.458924 -13.351876 0.58 0.71 -0.09 -0.034
H 25.641987 -6.357506 -14.172413 0.06 -0.11 0.07 0.096
H 25.887326 -7.613708 -12.910427 -1.01 -0.42 -0.20 0.086
H 25.589518 -5.973061 -12.448399 -0.15 0.14 -0.07 0.103
H 20.650985 -5.218873 -14.413289 -0.17 0.14 0.12 0.094
H 20.801013 -4.560584 -12.740827 0.34 0.26 -0.28 0.089
H 19.790271 -5.897015 -12.972090 0.43 -0.77 -0.21 0.082
C 15.149926 -11.874101 -13.437860 0.41 -1.76 0.30 -0.085
O 14.838593 -10.522860 -13.460166 -1.38 2.36 0.93 -0.012
C 14.119067 -9.999007 -12.410742 -0.33 -2.64 1.73 -0.518
O 13.860353 -10.646179 -11.367949 0.67 2.29 -3.01 0.075
O 13.749143 -8.750454 -12.711741 0.51 -1.14 -0.85 0.005
C 12.913741 -8.050452 -11.827540 0.30 1.88 0.86 -0.053
H 14.338611 -12.541366 -13.728762 -0.47 0.40 -0.20 0.096
H 15.422464 -12.236975 -12.446835 0.35 0.30 0.03 0.092
H 15.946574 -12.028602 -14.165578 0.08 0.14 0.24 0.098
H 13.451793 -7.863274 -10.898258 -0.53 -0.98 0.60 0.091
H 11.867894 -8.354251 -11.782691 0.39 -0.71 0.29 0.107
H 12.878752 -7.006968 -12.140621 0.02 -0.11 -0.94 0.094
C 22.121837 -6.811415 -8.613656 0.03 0.63 1.22 -0.069
O 22.228817 -7.915452 -9.430120 2.38 -1.99 -2.35 -0.022
C 23.468313 -8.354663 -9.810027 1.79 -1.72 0.95 -0.421
O 24.630694 -8.072933 -9.368183 -5.02 -0.51 -2.01 0.059
O 23.186157 -9.433994 -10.682564 -0.98 3.00 1.20 -0.050
C 24.267619 -10.146595 -11.199966 1.14 0.35 0.63 -0.079
H 21.050939 -6.609257 -8.593388 0.25 0.41 -0.02 0.078
H 22.726699 -5.989166 -8.995958 -0.19 0.17 0.15 0.104
H 22.457888 -7.120207 -7.623797 0.09 0.46 0.24 0.101
H 25.074067 -9.438979 -11.392370 0.33 -0.28 0.11 0.075
H 24.038964 -10.635669 -12.146865 -0.51 -0.04 0.33 0.097
H 24.517160 -10.824351 -10.383579 0.68 -0.48 -0.55 0.100
C 15.750517 -0.151305 -8.883669 0.21 0.60 0.25 -0.068
O 16.663877 -1.205490 -8.645129 2.35 -1.01 -0.17 -0.053
C 18.034329 -1.090799 -8.921186 -0.71 0.13 -2.01 -0.462
O 18.621633 -0.047815 -9.186396 -1.08 -2.33 1.08 0.110
O 18.499714 -2.396930 -9.094414 -2.38 2.35 0.98 -0.043
C 19.877559 -2.604006 -9.293257 0.00 0.14 -0.50 -0.051
H 15.735750 0.198930 -9.915768 0.28 -0.14 -0.06 0.096
H 15.965824 0.690010 -8.224939 -0.05 0.08 -0.05 0.092
H 14.767938 -0.559716 -8.647372 0.14 0.00 0.05 0.089
H 20.323030 -2.628827 -8.298754 0.62 0.07 -0.38 0.102
H 20.236027 -1.844537 -9.988097 0.49 0.17 0.46 0.095
H 19.939833 -3.556800 -9.819011 0.11 -0.13 0.37 0.083
O 19.192225 -6.310149 -10.222312 -1.03 -2.13 1.70 0.102
C 18.448453 -7.234806 -9.886577 2.21 1.10 -1.92 -0.575
O 18.736415 -8.355399 -9.210087 0.08 -0.64 1.21 0.074
C 17.533705 -9.136057 -8.994297 -2.13 0.62 -1.61 -0.054
C 16.427115 -8.359887 -9.835666 1.50 0.87 1.52 -0.063
O 17.269205 -7.351348 -10.404715 -2.91 1.04 -1.41 0.067
H 17.425586 -10.064211 -9.555492 1.64 -0.58 0.76 0.125
H 17.223517 -9.183980 -7.950461 0.53 -0.12 -0.12 0.120
H 15.726603 -7.869410 -9.159793 -0.21 -0.12 -0.24 0.104
H 15.922435 -8.922462 -10.621109 0.28 0.01 0.14 0.112
O 14.924431 -8.115036 -6.836331 -1.11 2.94 1.20 0.119
C 14.494620 -7.086498 -6.306390 1.85 -2.45 -1.32 -0.524
O 13.273415 -6.901747 -5.869910 -2.10 -1.81 -0.14 0.097
C 13.116634 -5.714288 -5.167335 0.63 1.66 0.00 -0.117
C 14.527854 -5.150260 -5.232013 -1.56 2.74 1.13 -0.180
O 15.193092 -5.961908 -6.074847 2.57 -2.40 -1.13 0.092
H 12.573865 -4.946426 -5.718613 -1.15 -0.78 0.12 0.133
H 12.790906 -5.861719 -4.137650 -0.34 -0.21 -0.35 0.139
H 14.870764 -5.033848 -4.203929 1.02 -0.13 -0.30 0.137
H 14.479889 -4.205266 -5.773101 0.25 0.46 0.73 0.136
```
Positions in Å, forces in eV/Å.

Record 3
Here is C18H33AgN3P2S2 as an isolated structure from the Open Molecules 2025 dataset. Energies are from the ωB97M-V functional and the def2-TZVPD basis.

Values from the calculation:
Energy relative to the best compared isomer or geometry (same formula, charge and spin) ... 3.131 eV
Charge ... -1
Gap between HOMO and LUMO ... 5.31 eV
Electronic energy ... -2495.82391 Eh

Structure (XYZ):
```
59
Properties=species:S:1:pos:R:3:forces:R:3:lowdin_charge:R:1
Ag -0.130764 0.067983 -1.015894 -0.53 -0.16 0.52 0.490
C -4.014602 3.502106 1.758222 -0.54 -0.90 0.78 -0.466
S -2.714748 3.108250 2.937562 -0.23 0.65 1.14 0.759
C -1.676616 1.967393 2.106441 1.04 -1.63 1.40 -1.202
S -1.503379 2.183701 0.493282 0.45 -0.40 -2.12 0.526
N -1.081991 1.153908 2.994599 -1.31 1.68 0.21 -0.147
N -0.451601 0.044445 2.655067 0.85 -0.73 -0.21 0.014
C 0.343901 -0.416656 3.582185 -1.54 0.79 -1.46 -0.140
C 1.019980 -1.682661 3.496649 1.00 -1.16 0.26 -0.253
C 2.070844 -1.844158 4.449342 -0.20 2.18 0.25 -0.066
C 2.808159 -2.970712 4.515272 -0.44 -0.89 0.13 -0.107
C 2.384132 -4.008815 3.697976 1.68 -1.31 0.64 -0.113
C 1.433416 -3.801145 2.753439 -1.01 0.36 -0.69 -0.174
N 0.732496 -2.678600 2.615106 0.13 1.49 0.84 0.129
H -4.557719 4.333371 2.217031 -0.08 -0.19 -0.09 0.019
H -4.639241 2.590463 1.695335 0.01 0.68 -0.15 0.038
H -3.671538 3.762774 0.784288 0.45 0.26 -0.60 -0.027
H 0.445387 0.183386 4.473926 0.26 0.05 0.39 0.095
H 2.347280 -0.993414 5.114137 -0.46 -0.60 -0.64 0.115
H 3.607817 -3.079073 5.233587 0.07 -0.10 -0.01 0.100
H 2.846389 -4.989326 3.813971 -0.04 0.17 -0.30 0.094
H 1.175083 -4.557562 2.029480 -0.01 -0.37 -0.02 0.101
C 3.249368 0.059889 -0.396137 1.27 -0.36 0.54 -0.315
P 2.180988 1.336259 -1.137720 1.26 -0.63 3.07 0.675
C 1.988767 2.578580 0.187971 -0.21 1.21 0.44 -0.318
C 3.024245 2.284542 -2.483234 -0.44 -0.41 0.56 -0.379
C 2.071222 2.091408 -3.670333 -0.30 -0.30 -0.91 -0.401
P 0.558746 1.195445 -3.093762 -2.30 -0.72 -0.98 0.621
C 0.535681 -0.318585 -4.153520 0.67 0.66 -0.74 -0.289
C -0.884164 2.228544 -3.424416 -0.77 -0.10 -0.78 -0.318
H 3.860647 -0.434094 -1.176893 -0.27 0.19 0.26 0.028
H 2.615310 -0.749289 0.074369 0.59 1.15 -0.45 0.039
H 3.941039 0.513474 0.337187 -0.02 -0.50 0.02 0.020
H 2.978137 2.895173 0.559739 -0.18 -0.09 0.11 0.027
H 1.330200 2.253010 1.044779 0.71 0.18 -1.09 0.021
H 1.532765 3.509788 -0.265922 0.22 -1.04 0.50 0.047
H 3.990734 1.837055 -2.671862 0.38 0.22 -0.03 0.066
H 3.077657 3.355083 -2.271908 0.40 -0.22 0.29 0.072
H 2.553355 1.512646 -4.476022 -0.21 0.20 0.20 0.073
H 1.787363 3.053807 -4.090006 -0.11 0.04 -0.15 0.069
H 0.479719 0.054903 -5.185969 -0.07 -0.61 -0.18 0.022
H -0.316251 -0.947147 -3.875986 0.26 0.17 -0.11 0.012
H 1.499874 -0.885028 -4.039345 -0.93 0.51 0.10 0.050
H -0.924268 2.602077 -4.451442 -0.60 0.33 0.02 0.019
H -0.912414 3.022885 -2.670603 0.35 0.14 -0.30 0.024
H -1.774799 1.628109 -3.117286 0.61 0.22 -0.67 0.044
C -3.288875 -1.888093 -1.968896 -1.13 0.17 1.76 -0.104
C -2.628546 -1.602168 -0.561068 -0.23 0.28 -0.06 -0.522
C -3.245270 -2.461642 0.622037 -0.94 0.89 -1.68 -0.085
C -1.131719 -1.812771 -0.548708 1.85 0.81 0.11 -0.313
H -4.234771 -1.294612 -2.087490 0.72 -0.43 0.10 0.072
H -3.582129 -2.931953 -2.013279 0.02 -0.35 -0.19 0.046
H -2.661158 -1.673364 -2.805930 0.69 0.29 -0.42 0.027
H -2.850442 -0.507964 -0.414522 0.14 -0.99 0.45 0.072
H -3.702233 -3.353637 0.160872 0.17 0.03 0.47 0.055
H -4.025877 -1.878387 1.110026 -0.31 -0.12 0.09 0.053
H -2.527111 -2.721034 1.378930 0.45 -0.12 0.05 0.043
H -0.663461 -2.476324 -1.291399 -0.63 -0.35 0.29 -0.017
H -0.675013 -1.952241 0.466745 -0.68 -0.24 -0.93 -0.022
```
Positions in Å, forces in eV/Å.

Record 4
Here is C18H33AlN2O3P as an isolated structure from the Open Molecules 2025 dataset. Energies are from the ωB97M-V functional and the def2-TZVPD basis.

Values from the calculation:
Charge ... -1
Gap between HOMO and LUMO ... 5.37 eV
Electronic energy ... -1624.73091 Eh

Structure (XYZ):
```
58
Properties=species:S:1:pos:R:3:forces:R:3:lowdin_charge:R:1
C 3.751137 -5.738003 -2.926858 -0.11 0.15 0.11 -0.066
C 2.458119 -4.986535 -2.608963 0.07 -0.36 -0.94 -0.240
O 2.739075 -3.705875 -2.064994 -0.12 -0.01 0.81 -0.018
C 1.678352 -3.147308 -1.407580 -2.02 0.09 -0.39 -0.485
O 0.528181 -3.524330 -1.577048 1.80 -0.07 0.26 0.066
C 2.056450 -2.036486 -0.470980 1.10 0.10 -0.13 -0.110
C 2.714344 -0.801924 -1.161862 -0.85 0.19 -0.24 -0.275
C 1.854060 0.485449 -1.095820 -0.06 -0.52 -0.15 -0.278
Al 0.053882 0.248170 -2.010748 0.35 0.40 -0.22 0.221
C -0.308453 1.894668 -3.158099 0.17 -1.49 1.11 -0.247
C 0.289488 3.117387 -2.982399 0.40 -0.23 0.52 -0.127
C -0.000483 4.140276 -3.830567 0.44 1.52 -0.03 -0.205
N -0.853448 4.078122 -4.839585 0.06 0.21 -0.26 0.037
C -1.413856 2.889885 -4.999785 -1.03 0.24 -1.19 -0.203
C -1.192832 1.806774 -4.209676 0.03 -0.64 0.20 -0.140
P -1.675544 -0.283063 -0.509772 -0.01 -0.88 0.79 0.835
C -1.565851 0.624524 1.121133 -0.31 -0.03 -0.38 -0.514
C -0.490652 0.029087 2.017125 0.07 0.29 0.27 -0.204
C -3.367038 -0.035514 -1.274133 0.74 -0.35 -0.44 -0.494
C -3.770910 -1.371166 -1.923272 -0.12 0.15 0.36 -0.218
H 3.722611 -6.706667 -2.439525 0.20 -0.17 0.08 0.062
H 3.869751 -5.911661 -3.990519 0.01 0.04 -0.19 0.063
H 4.625564 -5.194312 -2.582344 0.05 0.07 0.13 0.072
H 1.850870 -5.586286 -1.940702 -0.17 0.22 0.35 0.114
H 1.875852 -4.867266 -3.520509 -0.16 0.10 -0.03 0.121
H 1.182793 -1.754919 0.101509 -0.24 -0.02 0.01 0.088
H 2.804363 -2.471842 0.199138 -0.13 -0.01 0.19 0.116
H 2.794971 -1.044887 -2.219567 0.30 -0.03 -0.14 0.084
H 3.721749 -0.628008 -0.783359 0.11 -0.17 0.12 0.088
H 2.384082 1.230287 -1.698987 0.00 0.21 0.05 0.036
H 1.794832 0.878202 -0.078277 0.09 0.01 0.11 0.032
H 0.191436 -0.983978 -3.044263 -0.08 -0.03 -0.11 -0.041
H 1.003093 3.259866 -2.185088 0.17 0.16 0.14 0.085
H 0.503106 5.091600 -3.674948 -0.08 0.17 -0.13 0.090
H -2.108451 2.784845 -5.829814 -0.04 0.19 -0.11 0.091
H -1.680598 0.866239 -4.413728 -0.20 -0.15 -0.19 0.084
H -1.417340 1.696576 1.005644 0.02 0.15 0.10 0.055
H -2.509028 0.467964 1.644739 -0.27 0.19 -0.10 0.053
H -0.752434 -0.978763 2.334107 0.03 -0.21 -0.21 0.061
H -0.419982 0.639099 2.920186 0.18 -0.11 -0.16 0.026
H 0.479887 0.014010 1.526911 0.12 -0.10 -0.03 0.034
H -4.107269 0.255334 -0.534901 -0.02 0.32 0.05 0.053
H -3.270098 0.698623 -2.070649 -0.34 0.41 0.12 0.033
H -4.269859 -1.995013 -1.184697 -0.08 -0.15 0.05 0.052
H -2.892872 -1.926221 -2.238745 0.11 -0.03 -0.25 0.038
H -4.443071 -1.223281 -2.767687 -0.09 -0.03 -0.12 0.052
C -1.898240 1.520367 6.335035 -0.02 -0.02 -0.01 -0.009
C -0.980114 2.270722 5.398625 0.02 0.03 -0.17 -0.538
O -1.091432 2.199279 4.190024 -0.14 0.21 0.24 0.039
N -0.003858 3.042107 5.959023 -0.15 -0.11 0.17 0.004
C 0.281004 3.246712 7.365335 0.21 0.17 -0.39 -0.087
H -2.612140 0.957313 5.742187 0.05 0.03 -0.09 0.084
H -1.329605 0.823567 6.952546 -0.04 0.05 0.09 0.082
H -2.444356 2.214952 6.975137 0.04 -0.06 0.09 0.081
H 0.572459 3.512827 5.279836 0.01 0.00 -0.01 0.139
H 0.194296 4.308143 7.607326 -0.01 -0.04 0.16 0.079
H 1.300555 2.922988 7.584778 -0.04 -0.01 0.16 0.080
H -0.406548 2.687345 7.990106 -0.03 -0.02 -0.03 0.068
```
Positions in Å, forces in eV/Å.

Values for HOMO energy, eV, ordered as above
-9.483, -10.099, -2.536, -3.166